1.
An isolated molecule of C5H7NS2 in a non-equilibrium geometry. Source: OMol25; level of theory: wB97M-V/def2-TZVPD.

Calculated values
- LUMO level: -0.04 eV
- Kohn-Sham gap: 8.6679 eV
- ΔE to the lowest compared entry with this formula, charge and spin: 2.197 eV
- Energy: -1045.7633 Eh
- HOMO level: -8.71 eV
- SMILES string: S=C1SCC[C@H]2N[C@H]12

Structure (ORCA input):
```
! RIJCOSX wB97M-V def2-TZVPD def2/J DEFGRID3
* xyz 0 1
S -2.509 1.669 -1.493
C -1.480 0.959 -0.453
S -0.475 1.877 0.699
C 0.735 0.615 1.363
C 1.284 -0.492 0.395
C 0.346 -0.484 -0.784
N -0.628 -1.466 -1.276
C -1.076 -0.444 -0.342
H 0.229 0.133 2.225
H 1.545 1.197 1.769
H 1.261 -1.435 0.889
H 2.290 -0.274 0.090
H 0.551 0.298 -1.517
H -0.828 -1.271 -2.237
H -1.243 -0.882 0.673
*
```

natural (NBO) atomic charge list, values in e, 5 entries: atom 1 (S): 0.02, atom 2 (C): -0.28, atom 3 (S): 0.29, atom 4 (C): -0.52, atom 5 (C): -0.42

2.
The ion C5H7O3S with charge -1 in a non-equilibrium geometry. Source: OMol25; level of theory: wB97M-V/def2-TZVPD.

Calculated values
- LUMO level: 3.62 eV
- Kohn-Sham gap: 6.7394 eV
- ΔE to the lowest compared entry with this formula, charge and spin: 1.996 eV
- Energy: -818.6101 Eh
- HOMO level: -3.12 eV

Structure (ORCA input):
```
! RIJCOSX wB97M-V def2-TZVPD def2/J DEFGRID3
* xyz -1 1
C 0.408 0.000 -0.484
C -0.681 -0.393 0.261
C 1.236 0.837 0.423
C 0.328 1.094 1.716
C -1.763 -1.227 -0.089
O 1.469 0.599 -2.802
O -0.100 -1.332 -2.659
O -0.715 0.217 1.553
S 1.082 -0.649 -2.071
H 2.193 0.378 0.572
H 1.547 1.758 0.071
H 0.957 0.958 2.605
H -0.056 2.128 1.515
H -1.282 -2.283 -0.181
H -2.112 -0.904 -1.106
H -2.512 -1.181 0.674
*
```

natural (NBO) atomic charge list, values in e, 5 entries: atom 1 (C): -0.37, atom 2 (C): 0.29, atom 3 (C): -0.44, atom 4 (C): -0.06, atom 5 (C): -0.68

3.
The ion C5H7O4P with charge -2 in a non-equilibrium geometry. Source: OMol25; level of theory: wB97M-V/def2-TZVPD.

Calculated values
- LUMO level (alpha / beta): 5.86 / 5.79 eV
- Kohn-Sham gap (alpha / beta): 5.1730 / 4.5806 eV
- ΔE to the lowest compared entry with this formula, charge and spin: 4.298 eV
- Energy: -836.8872 Eh
- HOMO level (alpha / beta): 0.68 / 1.21 eV

Structure (ORCA input):
```
! RIJCOSX wB97M-V def2-TZVPD def2/J DEFGRID3
* xyz -2 1
C 0.818 0.114 -0.838
C -0.606 -0.305 -0.361
C 1.668 0.126 0.341
C -1.363 0.756 0.413
C -1.164 0.991 1.859
O -3.380 2.380 1.781
O -3.350 0.258 3.076
O -2.217 2.508 3.970
O -0.759 1.911 1.009
P -2.709 1.600 2.870
H 1.054 -0.694 -1.513
H 0.788 1.142 -1.259
H -1.281 -0.507 -1.193
H -0.407 -1.233 0.274
H 1.186 0.497 1.200
H 2.738 0.284 0.237
H -2.424 0.845 0.166
*
```

natural (NBO) atomic charge list, values in e, 5 entries: atom 1 (C): -0.49, atom 2 (C): -0.41, atom 3 (C): -0.33, atom 4 (C): -0.11, atom 5 (C): -0.12

4.
The ion C5H7O4P with charge -2 in a non-equilibrium geometry. Source: OMol25; level of theory: wB97M-V/def2-TZVPD.

Calculated values
- LUMO level: 6.58 eV
- Kohn-Sham gap: 7.1698 eV
- ΔE to the lowest compared entry with this formula, charge and spin: 0.620 eV
- Energy: -837.0224 Eh
- HOMO level: -0.59 eV
- SMILES string: CC(C)(PC(=O)[O-])C(=O)[O-]

Structure (ORCA input):
```
! RIJCOSX wB97M-V def2-TZVPD def2/J DEFGRID3
* xyz -2 1
C -0.298 0.860 1.758
C 0.148 0.832 0.376
C -0.747 -0.002 -0.503
P 2.132 -0.140 0.380
C 1.869 -1.905 1.064
O 2.061 -2.842 0.327
O 1.600 -1.970 2.266
C 0.546 2.169 -0.278
O 0.587 2.110 -1.529
O 0.724 3.108 0.481
H -1.366 0.651 1.736
H 0.142 0.137 2.387
H -0.162 1.882 2.256
H -0.399 -0.999 -0.597
H -1.823 0.150 -0.279
H -0.574 0.261 -1.494
H 1.986 -0.249 -1.058
*
```

natural (NBO) atomic charge list, values in e, 5 entries: atom 1 (C): -0.66, atom 2 (C): -0.20, atom 3 (C): -0.66, atom 4 (P): 0.20, atom 5 (C): 0.57

5.
The ion C5H7O4S with charge -1 in a non-equilibrium geometry. Source: OMol25; level of theory: wB97M-V/def2-TZVPD.

Calculated values
- LUMO level: 3.29 eV
- Kohn-Sham gap: 7.8084 eV
- ΔE to the lowest compared entry with this formula, charge and spin: 0.672 eV
- Energy: -893.8792 Eh
- HOMO level: -4.52 eV

Structure (ORCA input):
```
! RIJCOSX wB97M-V def2-TZVPD def2/J DEFGRID3
* xyz -1 1
C -0.041 0.614 0.525
C -0.977 1.052 -1.765
C 1.286 -1.451 0.848
C 1.313 0.010 0.404
C -1.241 0.114 -0.408
O -0.517 0.358 -2.703
O -1.120 2.232 -1.694
O -1.594 2.146 2.082
O -1.108 -1.164 -0.811
S -0.220 1.596 1.859
H 1.777 -2.260 0.351
H 0.335 -1.788 0.942
H 1.545 -1.485 1.877
H 1.398 0.097 -0.727
H 2.065 0.467 0.907
H -2.185 0.488 -0.053
H -0.715 -1.026 -1.635
*
```

natural (NBO) atomic charge list, values in e, 5 entries: atom 1 (C): -0.20, atom 2 (C): 0.76, atom 3 (C): -0.60, atom 4 (C): -0.48, atom 5 (C): -0.07

6.
A structure of composition C5H7O5P in a non-equilibrium geometry. Source: OMol25; level of theory: wB97M-V/def2-TZVPD.

Calculated values
- LUMO level (alpha / beta): 0.24 / -2.97 eV
- Kohn-Sham gap (alpha / beta): 6.5426 / 6.6426 eV
- Expectation value of S²: 2.014
- ΔE to the lowest compared entry with this formula, charge and spin: 0.689 eV
- Energy: -912.0708 Eh
- HOMO level (alpha / beta): -6.30 / -9.61 eV

Structure (ORCA input):
```
! RIJCOSX wB97M-V def2-TZVPD def2/J DEFGRID3
* xyz 0 3
C 2.941 -0.859 0.555
C 1.634 -0.810 0.736
C 0.770 0.244 -0.118
C -1.579 0.786 -0.575
C -0.747 -0.131 0.191
O 4.083 -1.029 0.572
O 0.697 -1.535 -2.388
O 1.156 1.509 0.060
O -2.960 0.459 -0.534
O -1.091 0.062 1.614
P 1.606 -0.670 -1.661
H 1.198 -1.294 1.472
H -1.521 1.787 -0.136
H -1.254 0.625 -1.632
H -0.878 -1.183 0.031
H 0.828 1.794 0.878
H -3.061 -0.540 -0.773
H -1.820 0.786 1.708
*
```

natural (NBO) atomic charge list, values in e, 5 entries: atom 1 (C): 0.71, atom 2 (C): -0.63, atom 3 (C): 0.14, atom 4 (C): -0.10, atom 5 (C): 0.02